[1]
C18H20BrNO3S | ωB97M-V with the def2-TZVPD basis set

```
! RIJCOSX wB97M-V def2-TZVPD def2/J DEFGRID3
* xyz 0 1
C 0.530 3.176 -1.777
C -0.122 2.562 -0.576
C 0.591 2.334 0.594
C -0.021 1.736 1.682
C -1.353 1.367 1.615
C -2.089 1.602 0.460
C -3.528 1.176 0.377
C -3.702 0.006 -0.608
N -2.706 -1.022 -0.393
C -2.755 -1.836 0.674
O -3.689 -1.885 1.449
C -1.531 -2.742 0.834
C -0.215 -1.980 0.898
S 0.559 -1.929 -0.755
O 0.598 -3.264 -1.283
O -0.101 -0.923 -1.556
C 2.243 -1.383 -0.452
C 3.178 -2.297 -0.003
C 4.472 -1.878 0.248
C 4.799 -0.545 0.039
Br 6.571 0.036 0.386
C 3.864 0.370 -0.421
C 2.572 -0.059 -0.669
C -1.460 2.194 -0.625
H 0.569 2.450 -2.590
H -0.043 4.033 -2.127
H 1.542 3.504 -1.552
H 1.629 2.630 0.660
H 0.544 1.562 2.588
H -1.830 0.901 2.466
H -3.869 0.852 1.360
H -4.154 2.007 0.047
H -4.692 -0.436 -0.463
H -3.604 0.348 -1.638
H -1.856 -0.956 -0.939
H -1.487 -3.439 -0.008
H -1.682 -3.322 1.746
H 0.511 -2.488 1.529
H -0.332 -0.947 1.218
H 2.890 -3.329 0.125
H 5.221 -2.573 0.595
H 4.147 1.398 -0.586
H 1.813 0.612 -1.037
H -2.021 2.378 -1.530
*
```

Frontier orbital gap in eV: 9.34
Structure (SMILES): Cc1cccc(CCNC(=O)CCS(=O)(=O)c2ccc(Br)cc2)c1
E_LUMO in eV: 0.13
HOMO level in hartree: -0.3387

=====

[2]
C18H20Cl2N2O2 | ωB97M-V with the def2-TZVPD basis set

```
! RIJCOSX wB97M-V def2-TZVPD def2/J DEFGRID3
* xyz 0 1
O 1.164 -0.861 -3.800
C 0.518 -0.449 -2.877
C -0.894 -0.815 -2.488
C -1.142 -0.144 -1.137
N -2.429 0.532 -1.116
C -2.816 1.176 0.128
C -3.298 0.227 1.243
C -2.208 -0.616 1.845
C -2.188 -1.938 1.709
C -1.121 -2.831 2.265
C 0.107 -2.034 2.692
C -0.332 -0.818 3.499
C -1.148 0.121 2.615
C 0.036 0.810 -0.976
O 0.201 1.669 -0.155
N 0.963 0.488 -1.957
C 2.254 1.065 -2.005
C 2.652 1.799 -3.113
C 3.915 2.360 -3.150
C 4.783 2.202 -2.085
C 4.393 1.462 -0.979
Cl 5.480 1.250 0.337
C 3.130 0.878 -0.936
Cl 2.665 -0.088 0.405
H -1.013 -1.898 -2.474
H -1.573 -0.409 -3.241
H -1.038 -0.876 -0.315
H -3.149 -0.134 -1.382
H -1.979 1.779 0.475
H -3.638 1.852 -0.126
H -3.743 0.843 2.028
H -4.083 -0.419 0.839
H -2.983 -2.440 1.169
H -1.528 -3.373 3.126
H -0.847 -3.582 1.518
H 0.656 -1.698 1.809
H 0.776 -2.665 3.280
H -0.940 -1.150 4.343
H 0.537 -0.290 3.895
H -0.481 0.635 1.917
H -1.621 0.894 3.227
H 1.967 1.917 -3.937
H 4.225 2.928 -4.013
H 5.767 2.643 -2.102
*
```

Frontier orbital gap in eV: 9.28
Structure (SMILES): O=C1C[C@H](NCCC2=CCCCC2)C(=O)N1c1cccc(Cl)c1Cl
E_LUMO in eV: 0.67
HOMO level in hartree: -0.3163

=====

[3]
C18H20ClCoN4O3P | ωB97M-V with the def2-TZVPD basis set

```
! RIJCOSX wB97M-V def2-TZVPD def2/J DEFGRID3
* xyz 2 2
Co 0.994 0.819 -0.149
Cl -4.317 3.422 3.923
C -3.141 3.026 2.724
C -3.000 3.820 1.592
C -2.052 3.509 0.635
C -1.213 2.409 0.772
O -0.318 2.149 -0.215
C -1.347 1.618 1.923
C -0.507 0.487 2.221
N 0.622 0.245 1.660
C 1.442 -0.868 2.021
C 1.380 -1.587 3.180
C 2.245 -2.690 3.382
C 3.157 -3.049 2.434
C 3.277 -2.286 1.248
C 4.214 -2.557 0.229
C 4.308 -1.727 -0.852
C 3.462 -0.614 -0.929
N 2.547 -0.345 -0.016
C 2.433 -1.181 1.067
C -2.331 1.933 2.879
H -3.636 4.690 1.471
H -1.936 4.156 -0.230
H -0.864 -0.185 3.001
H 0.681 -1.311 3.961
H 2.182 -3.245 4.309
H 3.809 -3.902 2.585
H 4.865 -3.420 0.321
H 5.029 -1.899 -1.639
H 3.572 0.103 -1.736
H -2.433 1.315 3.765
N -1.437 2.456 -2.650
C -0.767 1.272 -3.277
P -1.215 -0.145 -2.204
O -2.568 0.162 -1.678
O -0.087 -0.551 -1.260
C -1.370 -1.634 -3.275
N -1.802 -2.720 -2.302
H -1.382 3.297 -3.221
H -0.975 2.588 -1.715
H -2.416 2.226 -2.445
H 0.304 1.450 -3.318
H -1.145 1.116 -4.286
H -0.420 -1.937 -3.708
H -2.135 -1.541 -4.043
H -1.182 -2.696 -1.485
H -1.780 -3.654 -2.708
H -2.747 -2.525 -1.963
*
```

Frontier orbital gap (spin up / spin down) in eV: 7.08 / 7.27
E_LUMO (spin up / spin down) in eV: -6.23 / -6.07
HOMO level (spin up / spin down) in hartree: -0.4892 / -0.4901

=====

[4]
C18H20ClFN4O2 | ωB97M-V with the def2-TZVPD basis set

```
! RIJCOSX wB97M-V def2-TZVPD def2/J DEFGRID3
* xyz 0 1
C 4.194 -1.772 -7.343
O 3.812 -2.702 -6.332
C 3.551 -2.186 -5.122
C 3.167 -3.112 -4.099
C 2.900 -2.655 -2.861
C 2.999 -1.233 -2.592
N 2.778 -0.551 -1.494
C 2.453 -1.200 -0.316
O 2.503 -2.405 -0.112
C 1.916 -0.258 0.734
C 0.503 0.169 0.382
C -0.606 -0.903 0.449
N -1.481 0.094 1.086
C -2.380 -0.361 2.122
C -3.164 0.795 2.687
C -4.186 1.342 1.918
C -4.916 2.431 2.351
C -4.607 2.979 3.577
F -5.323 4.045 3.997
C -3.602 2.497 4.397
C -3.302 3.131 5.722
C -2.895 1.393 3.913
Cl -1.620 0.774 4.925
C -0.314 0.913 1.459
N 3.366 -0.499 -3.667
N 3.645 -0.919 -4.914
H 4.362 -2.365 -8.236
H 3.403 -1.042 -7.514
H 5.106 -1.247 -7.059
H 3.103 -4.164 -4.344
H 2.617 -3.312 -2.057
H 1.925 -0.775 1.695
H 2.563 0.620 0.794
H 0.491 0.697 -0.570
H -0.990 -1.325 -0.482
H -0.319 -1.721 1.124
H -3.080 -1.063 1.660
H -1.857 -0.905 2.922
H -4.400 0.901 0.953
H -5.714 2.855 1.757
H -2.268 3.477 5.758
H -3.959 3.977 5.903
H -3.428 2.410 6.531
H 0.066 0.686 2.465
H -0.456 1.991 1.363
H 3.441 0.498 -3.526
*
```

Frontier orbital gap in eV: 8.34
Structure (SMILES): COc1cc/c(=N\C(=O)CC2CN(Cc3ccc(F)c(C)c3Cl)C2)[nH]n1
E_LUMO in eV: -0.15
HOMO level in hartree: -0.3122

=====

[5]
C18H20ClN3O3S | ωB97M-V with the def2-TZVPD basis set

```
! RIJCOSX wB97M-V def2-TZVPD def2/J DEFGRID3
* xyz 0 1
O -4.266 -0.333 1.331
C -3.412 -0.096 0.510
N -2.837 -1.039 -0.274
C -3.016 -2.459 -0.064
C -1.685 -3.142 0.095
C -1.415 -4.368 -0.501
C -0.157 -4.929 -0.356
C 0.797 -4.228 0.367
N 0.552 -3.064 0.944
C -0.656 -2.548 0.822
C -2.817 1.265 0.271
C -1.444 1.408 0.431
C -0.839 2.633 0.250
S 0.938 2.754 0.517
O 1.460 3.683 -0.446
O 1.156 3.021 1.906
N 1.388 1.178 0.193
C 2.283 0.536 1.137
C 3.741 0.889 0.856
C 4.091 0.537 -0.588
C 3.141 1.263 -1.539
C 1.695 0.910 -1.195
C -1.589 3.745 -0.086
C -2.960 3.625 -0.237
C -3.573 2.390 -0.053
Cl -5.270 2.243 -0.267
H -2.136 -0.759 -0.943
H -3.568 -2.903 -0.900
H -3.622 -2.562 0.843
H -2.181 -4.875 -1.072
H 0.081 -5.882 -0.802
H 1.801 -4.611 0.495
H -0.814 -1.607 1.335
H -0.828 0.566 0.707
H 1.987 0.877 2.129
H 2.123 -0.546 1.063
H 3.875 1.961 1.016
H 4.388 0.350 1.550
H 5.123 0.818 -0.805
H 3.996 -0.543 -0.731
H 3.262 2.341 -1.433
H 3.348 0.988 -2.575
H 1.001 1.500 -1.797
H 1.509 -0.156 -1.376
H -1.090 4.690 -0.231
H -3.563 4.481 -0.497
*
```

Frontier orbital gap in eV: 9.87
Structure (SMILES): O=C(NCc1cccnc1)c1cc(S(=O)(=O)N2CCCCC2)ccc1Cl
E_LUMO in eV: 0.39
HOMO level in hartree: -0.3482

=====

[6]
C18H20CrF4N4O2 | ωB97M-V with the def2-TZVPD basis set

```
! RIJCOSX wB97M-V def2-TZVPD def2/J DEFGRID3
* xyz 1 4
Cr 0.294 -0.617 0.209
C 2.454 -2.033 -1.743
C 1.290 -2.885 -1.204
N 0.968 -2.597 0.291
C 2.174 -2.852 1.139
C 2.731 -4.200 1.077
C -0.251 -3.312 0.750
C -1.515 -2.743 0.119
N -1.428 -1.299 0.103
C -2.523 -0.473 0.314
C -2.455 0.591 1.239
F -1.296 0.810 1.914
C -3.441 1.600 1.256
F -3.302 2.649 2.011
C -4.569 1.472 0.436
C -4.662 0.346 -0.392
F -5.747 0.105 -1.173
C -3.675 -0.607 -0.425
F -3.773 -1.557 -1.377
H 2.318 -1.919 -2.801
H 3.418 -2.474 -1.570
H 2.438 -0.989 -1.305
H 1.533 -3.957 -1.312
H 0.347 -2.584 -1.638
H 1.866 -2.682 2.190
H 2.865 -2.082 0.852
H 1.929 -4.874 1.453
H 3.550 -4.324 1.794
H 3.058 -4.545 0.102
H -0.248 -3.181 1.845
H -0.103 -4.321 0.499
H -2.276 -3.129 0.782
H -1.556 -3.173 -0.838
H -5.451 2.135 0.490
O 1.850 0.270 1.038
N 1.928 1.520 0.747
N 0.994 1.965 0.045
O 0.026 1.155 -0.496
C 0.994 3.445 -0.207
C 2.131 4.246 0.034
C 2.014 5.599 -0.311
C 0.836 6.117 -0.781
C -0.252 5.323 -1.054
C -0.160 3.944 -0.805
H 3.058 3.856 0.535
H 2.914 6.186 -0.090
H 0.756 7.129 -1.142
H -1.105 5.706 -1.549
H -0.946 3.238 -1.052
*
```

Frontier orbital gap (spin up / spin down) in eV: 7.02 / 8.77
E_LUMO (spin up / spin down) in eV: -5.07 / -3.46
HOMO level (spin up / spin down) in hartree: -0.4441 / -0.4494

=====

[7]
C18H20F2N3O2 | ωB97M-V with the def2-TZVPD basis set

```
! RIJCOSX wB97M-V def2-TZVPD def2/J DEFGRID3
* xyz 1 1
C 3.655 -2.060 2.033
C 2.530 -1.644 2.055
C 1.229 -0.924 2.089
N 1.501 0.456 2.545
C 1.471 1.271 1.564
C 1.128 0.643 0.217
C 2.524 0.463 -0.430
C 2.636 -0.786 -1.341
N 3.708 -0.563 -2.289
N 0.147 1.451 -0.541
C 0.541 1.680 -1.896
O 0.167 1.059 -2.819
F 1.425 2.666 -2.066
C -0.283 2.638 0.115
O 0.246 3.692 0.136
F -1.399 2.432 0.802
C 0.498 -0.707 0.749
C -1.007 -0.622 1.130
C -1.983 -0.617 -0.030
C -1.637 -0.944 -1.339
C -2.581 -0.882 -2.354
C -3.879 -0.482 -2.097
C -4.253 -0.171 -0.792
C -3.313 -0.236 0.229
C -3.761 0.127 1.635
H 4.682 -2.336 2.112
H 0.640 -1.476 2.821
H 1.701 0.692 3.509
H 1.712 2.309 1.788
H 3.231 0.300 0.390
H 2.871 1.353 -0.952
H 1.668 -1.040 -1.794
H 2.939 -1.626 -0.717
H 3.445 0.081 -3.021
H 4.059 -1.424 -2.676
H 0.572 -1.563 0.086
H -1.227 -1.482 1.766
H -1.173 0.273 1.736
H -0.616 -1.239 -1.545
H -2.286 -1.124 -3.366
H -4.606 -0.414 -2.894
H -5.258 0.144 -0.544
H -3.238 -0.443 2.403
H -4.816 -0.114 1.759
H -3.607 1.190 1.833
*
```

Frontier orbital gap in eV: 6.67
Structure (SMILES): C#C[C@H]1[NH+]=C[C@](CCN)(N(C(=O)F)C(=O)F)[C@@H]1Cc1ccccc1C
E_LUMO in eV: -4.85
HOMO level in hartree: -0.4235

=====

[8]
C18H20F2NO | ωB97M-V with the def2-TZVPD basis set

```
! RIJCOSX wB97M-V def2-TZVPD def2/J DEFGRID3
* xyz 1 1
O 3.013 3.132 3.598
C 3.391 4.160 2.682
C 2.565 4.005 1.426
C 2.270 5.344 0.704
C 0.768 5.382 0.362
C 0.154 4.189 1.036
N 1.288 3.396 1.730
C 0.966 1.709 1.434
C 2.002 0.631 1.223
C 3.329 1.010 1.275
C 4.353 0.128 1.012
C 4.073 -1.205 0.769
C 2.741 -1.599 0.672
F 2.450 -2.922 0.472
C 1.682 -0.690 0.811
C -0.307 1.201 2.086
C -1.532 1.871 2.076
C -2.714 1.261 2.475
C -2.755 -0.025 3.004
C -1.503 -0.640 3.166
F -1.496 -1.923 3.670
C -0.301 -0.026 2.800
H 3.574 3.238 4.391
H 3.222 5.160 3.110
H 4.464 4.087 2.472
H 3.062 3.326 0.719
H 2.519 6.189 1.370
H 2.952 5.517 -0.162
H 0.314 6.346 0.629
H 0.566 5.275 -0.716
H -0.645 4.541 1.715
H -0.205 3.469 0.295
H 1.164 3.063 2.705
H 0.847 2.200 0.320
H 3.565 2.009 1.576
H 5.365 0.478 1.033
H 4.865 -1.936 0.655
H 0.640 -1.005 0.636
H -1.576 2.928 1.904
H -3.644 1.812 2.413
H -3.690 -0.548 3.225
H 0.635 -0.552 3.057
*
```

Frontier orbital gap in eV: 8.81
Structure (SMILES): OC[C@@H]1CCC[N@H+]1C(c1cccc(F)c1)c1cccc(F)c1
E_LUMO in eV: -3.44
HOMO level in hartree: -0.4504

=====

[9]
C18H20FN3O4S | ωB97M-V with the def2-TZVPD basis set

```
! RIJCOSX wB97M-V def2-TZVPD def2/J DEFGRID3
* xyz 0 1
C -1.560 -5.444 -0.488
C -1.560 -4.075 0.155
O -0.894 -3.788 1.120
N -2.405 -3.205 -0.489
C -2.677 -1.871 -0.199
C -2.169 -1.227 0.930
C -2.476 0.101 1.159
C -3.280 0.785 0.267
S -3.540 2.541 0.459
O -3.293 2.926 1.812
O -4.766 2.935 -0.168
N -2.322 3.169 -0.528
C -1.036 2.635 -0.400
C -0.432 2.575 0.853
C 0.824 2.029 0.995
C 1.548 1.508 -0.087
N 2.827 1.019 0.121
C 3.060 0.037 1.163
C 4.494 0.191 1.673
O 5.421 0.033 0.624
C 5.184 0.976 -0.394
C 3.767 0.857 -0.968
C 0.912 1.588 -1.330
F 1.497 1.086 -2.451
C -0.345 2.137 -1.495
C -3.794 0.160 -0.853
C -3.502 -1.169 -1.082
H -0.889 -6.096 0.064
H -1.221 -5.376 -1.520
H -2.562 -5.868 -0.473
H -2.881 -3.564 -1.306
H -1.539 -1.771 1.613
H -2.108 0.615 2.031
H -2.649 3.254 -1.479
H -0.962 2.971 1.704
H 1.280 2.020 1.973
H 2.353 0.171 1.979
H 2.938 -0.980 0.756
H 4.728 -0.581 2.408
H 4.614 1.184 2.132
H 5.927 0.784 -1.169
H 5.324 1.994 0.003
H 3.623 1.646 -1.704
H 3.655 -0.121 -1.460
H -0.774 2.158 -2.485
H -4.431 0.722 -1.519
H -3.907 -1.669 -1.951
*
```

Frontier orbital gap in eV: 8.19
Structure (SMILES): CC(=O)Nc1ccc(S(=O)(=O)Nc2ccc(N3CCOCC3)c(F)c2)cc1
E_LUMO in eV: 0.39
HOMO level in hartree: -0.2870

=====

[10]
C18H20FN5O3S | ωB97M-V with the def2-TZVPD basis set

```
! RIJCOSX wB97M-V def2-TZVPD def2/J DEFGRID3
* xyz 0 1
N -0.609 1.744 0.239
C 0.468 1.095 -0.235
N 1.254 0.501 0.715
C 2.359 -0.067 0.370
S 3.372 -0.847 1.569
C 2.567 -0.333 3.125
C 2.203 -1.525 4.004
O 2.840 -1.732 5.021
N 1.195 -2.322 3.604
C 0.276 -2.095 2.513
C -1.127 -1.816 3.061
C -1.588 -2.976 3.939
C -0.565 -3.219 5.046
C 0.817 -3.449 4.437
N 2.800 -0.125 -0.903
C 2.070 0.422 -1.962
O 2.490 0.354 -3.106
C 0.833 1.043 -1.574
N 0.162 1.590 -2.680
C -1.123 1.936 -2.867
O -2.007 1.841 -2.018
C -1.449 2.434 -4.236
C -2.726 2.176 -4.732
C -3.107 2.611 -5.986
C -2.220 3.333 -6.769
C -0.955 3.625 -6.290
C -0.585 3.175 -5.037
F 0.647 3.502 -4.588
H -0.843 1.577 1.203
H -1.363 1.918 -0.434
H 1.717 0.283 2.837
H 3.301 0.257 3.672
H 0.599 -1.265 1.889
H 0.250 -3.001 1.895
H -1.816 -1.667 2.229
H -1.101 -0.898 3.654
H -2.565 -2.755 4.371
H -1.685 -3.876 3.328
H -0.846 -4.087 5.643
H -0.522 -2.351 5.706
H 1.574 -3.555 5.215
H 0.808 -4.351 3.816
H 3.680 -0.573 -1.129
H 0.790 1.578 -3.482
H -3.408 1.624 -4.103
H -4.098 2.391 -6.353
H -2.513 3.676 -7.749
H -0.250 4.200 -6.870
*
```

Frontier orbital gap in eV: 8.31
Structure (SMILES): Nc1nc(SCC(=O)N2CCCCC2)[nH]c(=O)c1NC(=O)c1ccccc1F
E_LUMO in eV: 0.33
HOMO level in hartree: -0.2932

=====

[11]
C18H20FNO | ωB97M-V with the def2-TZVPD basis set

```
! RIJCOSX wB97M-V def2-TZVPD def2/J DEFGRID3
* xyz 0 1
O -2.861 -2.336 -0.704
C -2.275 -1.853 0.205
N -2.563 -0.493 0.586
H -2.150 -0.208 1.349
C -3.566 0.109 -0.297
H -4.149 0.873 0.604
H -4.427 -0.477 -0.461
C -2.869 1.101 -1.354
C -1.694 1.834 -0.803
C -1.691 2.609 0.383
C -0.669 3.492 0.912
C 0.505 3.178 0.176
C 0.754 2.082 -0.942
C -0.379 1.720 -1.275
H -0.328 0.973 -2.304
H 1.626 2.086 -1.163
F 1.742 3.533 0.822
H -0.710 3.894 1.830
H -2.582 2.931 0.801
H -3.579 1.840 -1.554
H -2.584 0.380 -2.104
C -1.582 -2.492 1.274
C -0.026 -2.344 0.674
H 0.554 -3.088 1.362
H 0.016 -2.594 -0.671
C 0.603 -1.009 0.746
C 1.936 -1.108 0.236
C 2.205 -0.795 -1.162
C 3.378 -0.900 -1.510
C 4.559 -0.775 -0.678
C 4.306 -0.594 0.564
C 2.972 -0.824 0.977
H 2.861 -0.730 2.190
H 5.101 -0.732 1.279
H 5.499 -0.727 -1.128
H 3.672 -0.686 -2.651
H 1.364 -1.048 -1.986
H -0.119 -0.331 0.454
H 0.475 -0.689 1.824
H -1.864 -3.512 1.198
H -1.460 -2.292 2.302
*
```

Frontier orbital gap in eV: 9.38
E_LUMO in eV: 0.53
HOMO level in hartree: -0.3255